1.
{"formula": "C7H17ClN6", "method": "ωB97M-V/def2-TZVPD", "e_above_lowest_ev": 1.4815, "energy_ev": -28976.3256, "total_charge": 2, "homo_lumo_gap_ev": [6.5, 7.1], "e_homo_ev": [-12.24, -16.27], "spin_multiplicity": 3, "symbols": ["C", "C", "C", "C", "C", "C", "C", "N", "N", "N", "N", "N", "N", "Cl", "H", "H", "H", "H", "H", "H", "H", "H", "H", "H", "H", "H", "H", "H", "H", "H", "H"], "positions_angstrom": [[4.15867, 0.83670, -0.34701], [4.53181, -0.12734, 0.64370], [2.09544, -0.31275, -0.58922], [0.15058, 1.70566, 1.03787], [-3.29476, -1.86400, -1.43989], [-1.25021, 0.55190, -0.42428], [-2.17654, -0.35630, 0.32597], [3.45809, -0.83804, 1.10164], [2.31128, -1.03083, 0.43109], [3.06812, 0.65234, -1.04329], [5.05532, 1.79969, -0.65381], [0.07490, 0.79420, 0.22649], [-3.34491, -0.67330, -0.54626], [5.47842, -1.44771, -0.49167], [5.32260, 0.13465, 1.29669], [1.30080, -0.68175, -1.22823], [-0.55220, 2.53527, 1.39689], [3.47548, -1.30827, 1.99321], [1.07682, 1.80786, 1.67502], [-3.79628, -2.73443, -0.98643], [-3.73377, -1.65565, -2.49085], [-2.22889, -2.05165, -1.61265], [-0.92020, 0.28941, -1.48746], [-1.55357, 1.58721, -0.46926], [-2.52840, 0.00427, 1.25966], [-1.74765, -1.38105, 0.37344], [2.79937, 1.48058, -1.65484], [5.97438, 1.89137, -0.31667], [5.08588, 2.18551, -1.53496], [-3.46560, 0.17839, -1.10506], [-4.27897, -0.73918, -0.13409]]}

=====

2.
{"formula": "C29H46MnP2Te", "method": "ωB97M-V/def2-TZVPD", "energy_ev": -87991.3037, "total_charge": 2, "homo_lumo_gap_ev": [6.1, 3.6], "e_homo_ev": [-12.85, -12.81], "spin_multiplicity": 4, "symbols": ["Mn", "C", "C", "C", "C", "C", "C", "H", "H", "H", "C", "H", "H", "H", "C", "H", "H", "H", "C", "H", "H", "H", "C", "H", "H", "H", "C", "C", "C", "C", "C", "C", "C", "C", "H", "H", "H", "H", "H", "H", "H", "H", "H", "H", "H", "H", "P", "C", "C", "P", "C", "C", "C", "H", "H", "H", "H", "H", "H", "H", "H", "H", "H", "H", "H", "H", "H", "Te", "C", "C", "C", "C", "C", "C", "H", "H", "H", "H", "H"], "positions_angstrom": [[0.05231, -0.22401, -0.48464], [-1.58429, -0.77934, 0.96552], [-1.21149, -1.87840, 0.12896], [0.66074, -1.22784, 1.36378], [-0.42562, -0.34922, 1.69764], [0.19257, -2.14740, 0.34772], [-2.97925, -0.34509, 1.22983], [-3.62019, -0.47226, 0.34573], [-3.02474, 0.70814, 1.53798], [-3.43163, -0.94164, 2.04083], [-0.41040, 0.67150, 2.77489], [-1.41284, 1.07019, 2.97266], [0.23469, 1.51792, 2.49757], [-0.02478, 0.24759, 3.71392], [1.97416, -1.30661, 2.05204], [1.85780, -1.24881, 3.14581], [2.63275, -0.47718, 1.74059], [2.49367, -2.24478, 1.80531], [0.98672, -3.27343, -0.19672], [1.13859, -4.05604, 0.56184], [1.97775, -2.92862, -0.52221], [0.49038, -3.72746, -1.06031], [-2.15137, -2.70546, -0.66353], [-2.56501, -3.52378, -0.05320], [-1.65604, -3.15383, -1.53294], [-3.00057, -2.11569, -1.03367], [-0.40660, 1.98579, -1.19691], [-1.60987, 1.28254, -1.28461], [-2.08386, 0.59594, -2.51823], [-1.13450, -0.40697, -3.22426], [0.03118, -1.00992, -2.50671], [1.26591, -0.32703, -2.23403], [1.57705, 1.06967, -2.66973], [0.54799, 2.20057, -2.33927], [-2.35958, 1.35251, -3.28191], [-0.76385, 0.09358, -4.15100], [-3.01362, 0.06050, -2.25648], [-0.00748, 2.43553, -3.26532], [-0.23815, 2.61389, -0.30442], [-2.38436, 1.48612, -0.53563], [1.15388, 3.08841, -2.10008], [2.53955, 1.35929, -2.22131], [2.14108, -0.95563, -2.01726], [1.72065, 1.10231, -3.76514], [-1.76506, -1.23778, -3.58295], [0.08592, -2.10285, -2.58364], [-0.36264, 1.54980, -5.60078], [-0.55971, 3.33110, -6.00537], [-1.51066, 0.86276, -6.86081], [1.89234, -0.44404, -6.05875], [1.23093, 1.24504, -6.45417], [1.21332, -1.32966, -7.54723], [3.51021, -0.14534, -6.92877], [0.29754, 3.89129, -5.60555], [-1.49513, 3.69040, -5.55276], [-0.61158, 3.43858, -7.09881], [-1.36355, 1.40912, -7.80080], [-2.53869, 1.03908, -6.51885], [-1.36313, -0.20971, -7.02861], [3.34105, 0.11907, -7.98145], [4.10490, -1.06606, -6.88614], [4.05771, 0.66543, -6.43570], [1.96493, 2.00567, -6.13688], [1.06687, 1.34181, -7.54137], [1.75226, -2.28196, -7.63835], [1.40184, -0.74887, -8.45943], [0.14284, -1.53298, -7.45209], [2.47399, 2.02148, 0.83566], [3.04565, 2.89257, 2.62910], [2.96987, 2.22320, 3.87374], [3.45146, 2.83940, 5.03581], [4.01678, 4.12942, 4.98270], [4.08215, 4.80240, 3.75094], [3.59936, 4.20534, 2.57909], [2.53564, 1.21799, 3.88700], [3.38704, 2.31644, 5.99306], [4.39612, 4.60020, 5.89151], [4.51468, 5.80156, 3.69942], [3.64308, 4.69686, 1.61118]]}

=====

3.
{"formula": "C3H9N2Tl", "method": "ωB97M-V/def2-TZVPD", "energy_ev": -10903.0749, "total_charge": 2, "homo_lumo_gap_ev": 4.2, "e_homo_ev": -18.52, "symbols": ["N", "C", "C", "C", "N", "H", "H", "H", "H", "H", "H", "H", "H", "H", "Tl"], "positions_angstrom": [[2.17513, -0.13761, 0.96750], [1.17241, 0.44359, -0.00679], [-0.00932, -0.68444, -0.28207], [-1.45990, 0.08590, -0.52492], [-1.98342, 0.59126, 0.80618], [1.88546, -1.11020, 1.26799], [1.72430, 0.79283, -0.98401], [0.67036, 1.41809, 0.45767], [0.27570, -1.37756, -1.21084], [-0.19139, -1.38725, 0.66498], [-2.21669, -0.76045, -0.87761], [-1.39414, 0.92831, -1.33648], [-1.63509, 0.01099, 1.61588], [-1.69673, 1.58322, 0.95922], [2.68331, -0.39669, -1.51669]]}